No. 1
20
Properties=species:S:1:pos:R:3:forces:R:3 method="wB97M-V/def2-TZVPD" total_charge=+1 spin_multiplicity=1 homo_lumo_gap_ev=11.02
C -0.621069 0.217107 -1.747441 1.3 0.9 0.2
C -1.612884 -0.174485 -2.777655 2.4 -4.0 0.8
C 2.372493 -0.096662 2.017889 -0.1 -1.4 -0.2
C -1.497354 -0.717445 0.490456 -0.9 1.3 2.5
C 1.119136 0.630132 1.818801 -1.4 1.3 -1.8
N 0.517504 0.992942 -1.964966 -3.7 -1.7 -3.2
N 1.037805 1.182399 -0.859970 3.0 1.4 2.6
N -0.640648 -0.028974 -0.416886 0.1 0.3 -1.4
N 0.396711 0.615919 0.073561 1.8 -0.6 3.3
H -1.038296 -0.774275 -3.616552 -1.5 1.5 1.5
H -2.313905 -0.837409 -2.247875 0.1 -0.2 -0.6
H -2.164251 0.636632 -3.051905 -1.2 2.3 -1.4
H 2.241890 -1.101930 2.453047 0.0 0.5 -0.3
H 3.200570 0.391302 2.479825 -0.1 1.1 1.3
H 2.888299 -0.157907 1.099141 0.3 -0.7 -1.7
H -1.742028 -0.060262 1.441075 0.5 -1.2 -2.2
H -2.387110 -0.950245 -0.000891 -1.6 -0.1 -0.7
H -1.134573 -1.661756 0.819434 0.9 -0.6 0.2
H 1.121895 1.730263 1.717627 0.1 -0.7 0.8
H 0.255816 0.164653 2.273285 -0.1 0.5 0.3

No. 2
63
Properties=species:S:1:pos:R:3:forces:R:3 method="wB97M-V/def2-TZVPD" total_charge=0 spin_multiplicity=1 homo_lumo_gap_ev=8.54
C -4.683031 -1.153674 -1.135175 0.3 -0.1 0.1
C -3.284276 -0.728070 -0.677430 -0.2 0.0 0.0
C -3.214962 -0.667665 0.863157 0.1 -0.2 -0.1
C -2.902446 -2.035645 1.485095 0.0 0.2 0.0
C -1.517005 -2.479686 1.109702 -0.1 -0.1 0.0
C -0.407629 -1.837626 1.648425 0.0 0.0 0.0
C 0.872432 -2.200445 1.273378 0.1 0.0 0.0
C 1.062807 -3.215717 0.350788 0.1 -0.1 -0.1
C -0.032829 -3.865665 -0.189297 0.1 -0.1 -0.1
C -1.312952 -3.498355 0.188073 0.0 0.0 0.0
N -2.888157 0.470091 -1.392861 0.1 0.0 -0.1
C -3.511005 1.732469 -1.069126 -0.1 0.1 0.1
C -2.786731 2.561155 0.003643 0.0 -0.1 -0.4
C -1.301853 2.735602 -0.328974 0.0 -0.1 0.4
C -0.598817 3.466376 0.819437 0.0 0.1 -0.3
C 0.885812 3.729424 0.561560 -0.3 -0.2 0.3
C 1.733475 2.510887 0.896496 0.1 0.5 -0.4
O 1.518428 1.799108 1.854288 -0.2 -0.3 0.3
N 2.789772 2.321679 0.069601 0.2 -0.1 -0.3
C 3.694556 1.204141 0.205670 0.0 -0.2 0.0
C 3.386232 0.099808 -0.814178 0.2 0.2 0.1
N 4.522860 -0.782388 -1.013016 0.0 0.0 0.0
C 4.854409 -1.535678 0.180395 0.0 0.1 -0.1
C 4.295917 -1.668196 -2.136881 0.0 0.1 0.0
C -0.677846 1.370583 -0.621017 -0.2 0.1 -0.3
C -1.487782 0.636922 -1.697865 0.2 0.0 0.1
H -4.718236 -1.194136 -2.220343 0.0 0.0 -0.1
H -4.924480 -2.136626 -0.739498 -0.1 -0.1 0.1
H -5.440646 -0.453526 -0.791840 -0.1 0.1 0.1
H -2.581764 -1.500675 -1.009954 -0.1 0.1 0.0
H -2.423931 0.016664 1.163506 0.0 0.0 0.1
H -4.159441 -0.290666 1.261905 0.0 0.1 0.0
H -3.635773 -2.773433 1.155280 0.0 -0.1 0.1
H -2.974553 -1.949141 2.572471 -0.1 -0.1 0.0
H -0.541897 -1.046600 2.372318 0.0 0.1 0.1
H 1.717853 -1.685158 1.705830 0.1 0.0 0.0
H 2.061188 -3.507820 0.055879 0.1 0.0 0.0
H 0.109053 -4.660843 -0.907427 0.0 -0.1 0.0
H -2.164124 -4.012697 -0.236963 -0.1 0.0 0.0
H -4.540771 1.553213 -0.759575 -0.1 0.0 -0.1
H -3.538151 2.322465 -1.995619 -0.1 0.1 0.1
H -3.266301 3.540643 0.071474 0.0 0.0 0.1
H -2.883171 2.081241 0.977578 0.0 0.0 0.1
H -1.223459 3.347823 -1.237442 0.0 0.0 0.0
H -0.677058 2.870770 1.731610 -0.1 0.0 0.0
H -1.110700 4.416191 0.990697 0.0 0.0 0.1
H 1.048760 4.047883 -0.469449 0.1 0.1 0.0
H 1.225728 4.530868 1.222992 0.1 0.0 -0.1
H 2.889383 2.896521 -0.751586 -0.1 0.0 0.1
H 3.572745 0.837265 1.225984 0.1 0.0 -0.1
H 4.721863 1.548611 0.057974 0.0 -0.1 0.0
H 3.173958 0.573523 -1.778701 -0.1 0.0 0.1
H 2.480054 -0.448102 -0.501385 0.0 0.0 0.0
H 5.705810 -2.179139 -0.036592 0.0 0.0 0.1
H 4.021379 -2.162423 0.530970 -0.1 -0.1 0.0
H 5.137217 -0.852463 0.977482 0.0 0.0 0.1
H 3.425163 -2.326551 -1.992209 0.0 0.0 0.0
H 4.133984 -1.074696 -3.035839 0.0 0.0 -0.1
H 5.179850 -2.286294 -2.285866 0.0 -0.1 -0.1
H 0.345518 1.490222 -0.981097 0.1 0.0 0.0
H -0.633682 0.774828 0.290922 0.1 0.0 0.1
H -1.046725 -0.344323 -1.887834 0.0 0.0 -0.1
H -1.428916 1.219653 -2.627937 0.1 0.0 0.0

No. 3
10
Properties=species:S:1:pos:R:3:forces:R:3 method="wB97M-V/def2-TZVPD" total_charge=-2 spin_multiplicity=1 homo_lumo_gap_ev=2.76
Ag -1.803682 1.130724 0.716461 0.2 -0.2 -0.2
C -1.821752 -2.048976 -3.707349 2.9 0.3 0.5
O -1.191632 -3.020276 -3.290299 0.7 -3.1 1.9
O -2.162312 -2.000806 -4.865039 -2.7 0.2 -4.5
O -1.791632 -0.991826 -3.052779 -1.1 2.7 2.2
B 1.749378 1.365624 2.864031 0.6 -0.7 0.0
F 3.095998 1.521854 3.113091 1.7 0.7 1.7
F 1.752028 0.178944 2.172221 -1.3 -1.6 -0.6
F 0.843588 1.465654 3.899131 -0.3 -1.5 2.6
F 1.330018 2.399084 2.150531 -0.7 3.1 -3.6

No. 4
12
Properties=species:S:1:pos:R:3:forces:R:3 method="wB97M-V/def2-TZVPD" total_charge=0 spin_multiplicity=1 homo_lumo_gap_ev=8.79
C 1.166944 1.227401 -0.285031 0.4 -0.3 -1.1
N 0.493990 0.283355 0.201561 -0.6 0.7 0.8
C 0.719383 -0.036335 1.602665 1.0 -1.0 -0.2
H 0.870043 1.644548 -1.248625 0.1 -0.3 -0.1
H 2.139021 1.588482 0.073842 -0.4 0.3 0.7
H 1.567081 0.495262 2.050861 -0.2 0.3 0.0
H -0.203967 0.122708 2.151001 0.0 0.2 0.1
H 0.982750 -1.093395 1.713036 -0.3 -0.1 -0.1
S -1.238080 -1.208751 -2.574938 -0.2 -0.3 0.0
S -2.994116 -0.446635 -1.702902 0.2 0.2 0.0
H -0.575452 -1.463007 -1.438299 0.1 0.3 0.0
H -2.927595 -1.113634 -0.543172 0.0 -0.2 -0.1

No. 5
18
Properties=species:S:1:pos:R:3:forces:R:3 method="wB97M-V/def2-TZVPD" total_charge=-1 spin_multiplicity=1 homo_lumo_gap_ev=6.16
C -1.246761 2.137389 0.067899 2.3 0.2 -1.9
N -0.481124 1.193377 -0.840654 -1.0 -0.8 0.7
C 0.412314 0.215376 -0.145530 0.3 -0.3 -2.6
C 1.368857 -0.535624 -1.261241 -4.1 0.3 -0.4
O 2.256378 -1.164534 -0.653574 4.3 -1.6 1.6
C -0.315428 -0.943272 0.600161 -1.8 3.3 0.6
C 0.516021 -1.947533 1.343133 1.0 0.4 -0.8
O 0.074663 -2.640451 2.200747 -2.1 -1.5 2.1
H -0.638670 2.886064 0.655623 0.3 -0.5 -1.4
H -1.684037 1.701574 0.897654 -1.9 -1.4 1.3
H -1.880504 2.658596 -0.634861 -0.7 0.3 0.5
H -1.140375 0.620015 -1.475584 1.1 1.4 1.5
H 0.983365 0.819756 0.579498 0.3 -0.4 -0.4
H 1.600344 0.092590 -2.177647 0.0 0.3 0.6
H 0.605193 -1.368287 -1.692784 -0.2 1.2 -0.3
H -0.842381 -0.260338 1.404981 0.4 -2.0 -0.8
H -1.160476 -1.346467 -0.060896 1.4 0.1 0.9
H 1.572621 -2.118231 1.193077 0.5 0.9 -1.1

No. 6
14
Properties=species:S:1:pos:R:3:forces:R:3 method="wB97M-V/def2-TZVPD" total_charge=0 spin_multiplicity=1 homo_lumo_gap_ev=9.01
C 1.361713 1.299515 0.163490 0.3 4.1 -1.1
C 0.252663 1.844683 -0.560042 3.4 2.8 -1.2
N -0.748041 1.242038 -1.145432 -0.9 -3.3 1.3
C -0.701834 -0.016892 -0.643624 1.2 -0.6 2.3
C 0.184235 -0.690177 0.319516 0.5 3.0 -2.4
C 1.378468 -0.021504 0.580551 -1.2 -0.6 1.0
C -0.764837 -1.865373 0.450107 2.0 1.9 -5.2
N -1.575882 -1.068140 -0.648910 -0.6 -2.1 -0.1
H 2.142977 2.221534 0.226575 -1.3 -3.1 0.5
H 0.418514 2.916030 -0.944861 -0.4 -1.4 1.0
H 2.103144 -0.427362 1.252494 0.7 -0.1 0.1
H -0.324937 -2.796470 0.050287 -0.8 0.2 0.5
H -1.221343 -1.851721 1.340964 -1.9 -0.6 3.2
H -2.504840 -0.786162 -0.441115 -1.2 -0.3 0.1

Looking at total energy for the records above, in order, we have -415.7674, -1100.0189, -835.2178, -931.4720, -401.6612, -341.6420 Eh.